1.
Below is C25H4Cl5F10N6O4S3SnTe as an isolated structure, with properties calculated with ωB97M-V/def2-TZVPD.

Geometry as XYZ:
```
59
Properties=species:S:1:pos:R:3
Sn 0.004 -0.234 -0.588
Cl -1.501 2.510 3.813
C -0.078 1.633 3.442
C 0.429 1.651 2.134
C 1.633 0.980 1.886
Cl 2.398 1.076 0.336
C 2.257 0.225 2.877
Cl 3.667 -0.671 2.518
C 1.713 0.189 4.162
Cl 2.461 -0.746 5.372
C 0.561 0.922 4.455
Cl -0.076 0.917 6.036
Te -0.781 2.425 0.556
C -0.166 4.436 0.493
C -1.053 5.464 0.330
C -0.403 6.709 0.158
C 0.953 6.596 0.180
S 1.466 4.978 0.389
H -2.125 5.325 0.352
H -0.928 7.646 0.040
H 1.691 7.379 0.099
F 0.106 -5.149 1.666
C 0.125 -6.278 0.973
C 0.280 -7.445 1.625
F 0.403 -7.431 2.934
C 0.312 -8.712 0.931
C 0.175 -8.632 -0.506
C 0.045 -7.459 -1.155
F -0.074 -7.463 -2.469
C 0.008 -6.200 -0.459
C -0.130 -5.001 -1.119
C -0.264 -3.750 -0.461
N -0.398 -2.724 0.044
C -0.083 -4.861 -2.541
N 0.032 -4.685 -3.671
F 0.184 -9.747 -1.202
C 0.463 -9.900 1.591
C 0.464 -11.175 0.948
N 0.464 -12.237 0.509
C 0.635 -10.007 3.005
N 0.791 -10.175 4.131
F 0.356 -1.947 -5.523
C 0.717 -0.735 -5.160
F 0.253 0.187 -5.968
F 2.048 -0.664 -5.157
S 0.249 -0.391 -3.370
O -0.177 0.974 -3.181
O 1.471 -0.691 -2.640
N -0.852 -1.365 -2.680
S -2.226 -1.375 -3.531
O -2.912 -2.611 -3.461
O -1.971 -0.706 -4.768
C -3.368 -0.208 -2.620
F -4.090 -0.905 -1.735
F -4.178 0.399 -3.462
F -2.686 0.737 -1.929
N -3.481 -0.234 1.206
C -2.402 -0.408 0.838
H -4.434 -0.111 1.487
```

The spin multiplicity is 1. Its net charge is +1. The relative energy (zero: lowest compared OMol25 entry of this formula, charge and spin) is 0.0 kcal per mole. For the HOMO-LUMO gap (spin up / spin down), the calculation gives 5.49 / 5.48 eV. As for the max |F|: 1.5 eV/Å. As for the lowest unoccupied orbital energy (spin up / spin down): -5.766 / -5.777 eV.

natural (NBO) atomic charge list, values in e, 5 entries: Sn 1.26; Cl 0.08; C -0.07; C -0.32; C -0.14

2.
Below is C56H70ClF9I2N2O3S as an isolated structure, with properties calculated with ωB97M-V/def2-TZVPD.

Geometry as XYZ:
```
144
Properties=species:S:1:pos:R:3
C -4.696 -6.058 -6.227
O -5.091 -4.750 -6.569
C -3.994 -3.894 -6.798
C -4.461 -2.467 -6.663
C -5.038 -2.192 -5.263
C -4.508 -0.908 -4.601
C -4.208 -1.069 -3.106
C -4.876 -0.016 -2.222
C -5.011 -0.469 -0.776
C -3.665 -0.659 -0.045
C -3.578 0.219 1.195
C -2.518 -0.223 2.229
C -1.741 0.926 2.890
C -0.341 1.306 2.374
C 0.549 0.123 1.930
C 0.513 -0.282 0.465
C 1.092 -1.693 0.262
C 2.235 -1.724 -0.751
C 3.577 -1.511 -0.045
F 4.128 -2.711 0.252
F 3.390 -0.854 1.131
C 4.603 -0.712 -0.888
F 5.059 -1.543 -1.841
F 4.012 0.331 -1.481
S 6.107 -0.020 0.067
F 7.122 -0.961 -0.686
F 6.329 1.075 -1.056
F 5.120 0.948 0.827
F 5.931 -1.119 1.182
F 7.299 0.593 0.884
N -0.523 2.208 1.210
C 0.441 3.161 1.091
O 0.627 3.926 0.174
C 1.262 3.124 2.369
Cl 2.929 2.622 1.938
C 0.490 2.212 3.344
O 1.520 1.465 4.051
C 1.083 0.524 4.818
N 0.757 -0.366 5.485
C -0.306 3.021 4.387
I -1.558 4.547 3.512
C 0.560 3.590 5.521
C 1.441 4.784 5.230
I -0.755 4.133 7.148
H -3.820 -6.362 -6.800
H -5.510 -6.740 -6.433
H -4.437 -6.133 -5.169
H -3.223 -4.065 -6.040
H -3.571 -4.086 -7.785
H -5.217 -2.264 -7.417
H -3.626 -1.803 -6.855
H -6.120 -2.171 -5.333
H -4.777 -3.030 -4.624
H -3.588 -0.652 -5.115
H -5.201 -0.086 -4.753
H -4.493 -2.054 -2.746
H -3.133 -0.987 -2.968
H -4.297 0.906 -2.237
H -5.866 0.210 -2.612
H -5.596 0.274 -0.240
H -5.591 -1.389 -0.755
H -3.608 -1.694 0.281
H -2.862 -0.438 -0.738
H -3.466 1.265 0.914
H -4.549 0.143 1.676
H -1.879 -0.985 1.803
H -3.064 -0.715 3.026
H -2.381 1.800 2.858
H -1.643 0.680 3.944
H 1.588 0.302 2.178
H 0.248 -0.739 2.525
H -0.499 -0.258 0.089
H 1.055 0.445 -0.130
H 0.303 -2.320 -0.143
H 1.392 -2.145 1.200
H 2.285 -2.704 -1.213
H 2.068 -1.019 -1.554
H -1.461 2.439 0.925
H 1.357 4.158 2.661
H -1.031 2.364 4.847
H 1.176 2.813 5.950
H 2.002 5.017 6.129
H 2.186 4.561 4.476
H 0.876 5.673 4.980
C 5.956 3.325 5.447
C 5.126 4.289 4.893
C 5.270 5.622 5.253
C 6.250 5.992 6.162
C 7.082 5.028 6.715
C 6.933 3.695 6.360
H 5.842 2.285 5.168
H 4.366 3.997 4.180
H 4.618 6.374 4.823
H 6.366 7.032 6.440
H 7.848 5.317 7.423
H 7.579 2.942 6.793
C -2.431 5.703 -0.937
C -3.665 5.740 -1.572
C -4.645 6.624 -1.142
C -4.389 7.478 -0.079
C -3.154 7.444 0.554
C -2.176 6.556 0.129
H -1.667 5.014 -1.269
H -3.863 5.079 -2.406
H -5.608 6.648 -1.636
H -5.151 8.170 0.255
H -2.954 8.114 1.381
H -1.214 6.529 0.627
C 5.790 -0.826 3.869
C 5.082 -0.413 4.989
C 5.659 -0.493 6.248
C 6.950 -0.982 6.387
C 7.661 -1.393 5.267
C 7.080 -1.318 4.009
H 5.337 -0.763 2.888
H 4.076 -0.026 4.879
H 5.103 -0.174 7.121
H 7.403 -1.043 7.368
H 8.668 -1.773 5.376
H 7.633 -1.642 3.137
C 4.979 -1.575 -5.504
C 4.403 -0.566 -4.745
C 3.192 -0.011 -5.132
C 2.555 -0.468 -6.278
C 3.132 -1.479 -7.036
C 4.344 -2.031 -6.649
H 5.926 -2.004 -5.202
H 4.900 -0.206 -3.861
H 2.746 0.782 -4.544
H 1.612 -0.034 -6.583
H 2.638 -1.834 -7.931
H 4.796 -2.815 -7.243
C -8.121 -9.140 -3.965
C -8.344 -7.777 -4.109
C -7.502 -6.867 -3.486
C -6.434 -7.320 -2.724
C -6.209 -8.682 -2.583
C -7.055 -9.592 -3.201
H -8.779 -9.849 -4.449
H -9.173 -7.424 -4.708
H -7.677 -5.805 -3.595
H -5.775 -6.609 -2.242
H -5.375 -9.034 -1.990
H -6.883 -10.654 -3.087
```

The spin multiplicity is 1. For the HOMO-LUMO gap, the calculation gives 9.15 eV. As for the max |F|: 1.2 eV/Å. As for the lowest unoccupied orbital energy: -0.100 eV.

Löwdin atomic charge list, values in e, 5 entries: C -0.11; O -0.19; C -0.26; C -0.18; C -0.19

3.
Below is a 2-piece molecular cluster, Cl2H2O2P overall, with properties calculated with ωB97M-V/def2-TZVPD.

Geometry as XYZ:
```
7
Properties=species:S:1:pos:R:3
O -0.538 0.236 -1.254
O -0.575 0.094 1.370
P -0.022 -0.559 0.017
Cl -0.916 -2.336 0.124
Cl 2.839 0.522 0.141
H -0.043 1.008 -1.690
H -0.744 1.035 1.292
```

The spin multiplicity is 1. Its net charge is +1. The relative energy (zero: lowest compared OMol25 entry of this formula, charge and spin) is 82.4 kcal per mole. For the HOMO-LUMO gap (spin up / spin down), the calculation gives 7.84 / 7.51 eV. As for the max |F|: 1.9 eV/Å. As for the lowest unoccupied orbital energy (spin up / spin down): -8.785 / -8.529 eV.

natural (NBO) atomic charge list, values in e, 5 entries: O -0.96; O -0.91; P 1.81; Cl -0.05; Cl -0.03

4.
Below is C35H37FIN8O6V as an isolated structure, with properties calculated with ωB97M-V/def2-TZVPD.

Geometry as XYZ:
```
89
Properties=species:S:1:pos:R:3
V -0.235 2.177 0.606
C -0.849 6.551 0.813
C -1.481 5.696 1.860
N -2.417 6.236 2.602
C -3.004 5.540 3.564
C -2.696 4.222 3.856
C -3.389 3.548 5.013
O -3.554 2.161 4.891
C -1.735 3.579 3.050
C -1.253 2.257 3.311
N -0.562 1.576 2.460
C 0.058 0.410 2.921
C -0.638 -0.581 3.618
C 0.031 -1.673 4.143
C 1.408 -1.778 4.008
C 2.110 -0.831 3.278
C 1.429 0.236 2.719
I 2.463 1.650 1.481
C -1.108 4.330 2.007
O -0.237 3.756 1.253
H -0.841 7.580 1.161
H -1.434 6.512 -0.105
H 0.161 6.210 0.595
H -3.743 6.076 4.142
H -4.348 4.054 5.186
H -2.780 3.699 5.914
H -4.159 1.964 4.165
H -1.417 1.858 4.314
H -1.711 -0.490 3.713
H -0.522 -2.442 4.659
H 1.934 -2.603 4.460
H 3.174 -0.930 3.132
F 2.009 -4.058 1.299
C 1.567 -3.501 0.141
C 0.928 -2.287 0.220
C 0.551 -1.598 -0.938
C 0.084 -0.225 -0.896
O -0.145 0.416 0.170
C -0.083 0.393 -2.174
C 0.000 -0.323 -3.326
N 0.378 -1.618 -3.358
C 0.492 -2.292 -4.622
C 1.864 -2.544 -5.192
C 0.954 -1.545 -5.835
C 0.736 -2.248 -2.184
C 1.311 -3.518 -2.221
C 1.817 -4.145 -1.083
N 2.545 -5.319 -1.213
C 3.420 -5.561 -2.330
C 4.884 -5.599 -1.864
N 5.041 -6.644 -0.818
C 4.130 -6.374 0.329
C 2.690 -6.324 -0.194
C -0.273 1.879 -2.237
O -0.830 2.402 -3.187
O 0.254 2.519 -1.255
H 0.763 -1.842 1.189
H -0.227 0.156 -4.265
H -0.268 -3.055 -4.758
H 2.056 -3.478 -5.699
H 2.705 -2.150 -4.639
H 0.492 -1.797 -6.776
H 1.218 -0.503 -5.746
H 1.385 -4.023 -3.168
H 3.318 -4.770 -3.069
H 3.164 -6.514 -2.809
H 5.163 -4.637 -1.429
H 5.544 -5.816 -2.705
H 6.018 -6.691 -0.504
H 4.798 -7.558 -1.224
H 4.405 -5.417 0.773
H 4.240 -7.159 1.077
H 2.013 -6.141 0.635
H 2.431 -7.302 -0.623
C -4.520 4.805 -1.744
N -3.792 3.868 -0.930
C -4.438 3.014 0.033
C -3.250 2.242 0.607
O -3.270 1.406 1.479
N -2.132 2.688 -0.024
C -2.471 3.678 -0.880
N -1.584 4.434 -1.510
H -5.328 4.286 -2.261
H -3.867 5.254 -2.488
H -4.943 5.601 -1.128
H -5.176 2.344 -0.416
H -4.934 3.603 0.811
H -0.626 4.064 -1.518
H -1.864 4.980 -2.310
```

The spin multiplicity is 3. Its net charge is +2. The relative energy (zero: lowest compared OMol25 entry of this formula, charge and spin) is 24.0 kcal per mole. For the HOMO-LUMO gap (spin up / spin down), the calculation gives 6.64 / 7.03 eV. As for the max |F|: 4.6 eV/Å. As for the lowest unoccupied orbital energy (spin up / spin down): -5.032 / -5.140 eV.

Löwdin atomic charge list, values in e, 5 entries: V 0.75; C -0.01; C -0.25; N 0.13; C -0.09

5.
Below is a 7-piece molecular cluster, H14O7 overall, with properties calculated with ωB97M-V/def2-TZVPD.

Geometry as XYZ:
```
21
Properties=species:S:1:pos:R:3
O -0.506 -1.111 -3.595
H -0.707 -1.376 -2.701
H 0.336 -1.333 -3.343
O -0.875 1.757 2.235
H -1.789 1.816 1.874
H -0.597 2.587 2.526
O 0.498 -1.802 2.700
H 0.267 -2.685 2.535
H 0.285 -1.220 2.030
O -1.689 -2.206 -1.239
H -2.476 -2.577 -1.126
H -1.514 -1.538 -0.561
O -0.052 -0.452 0.413
H 0.231 -0.192 -0.516
H -0.660 0.211 0.876
O 2.214 2.544 1.244
H 1.525 2.057 0.891
H 1.813 3.262 1.825
O 0.917 0.994 -2.045
H 1.796 1.166 -1.904
H 0.983 0.097 -2.121
```

The spin multiplicity is 1. The relative energy (zero: lowest compared OMol25 entry of this formula, charge and spin) is 80.1 kcal per mole. For the HOMO-LUMO gap, the calculation gives 10.83 eV. The structure (SMILES) is O.O.O.O.O.O.O. As for the max |F|: 6.1 eV/Å. As for the lowest unoccupied orbital energy: -0.040 eV.

natural (NBO) atomic charge list, values in e, 5 entries: O -0.91; H 0.47; H 0.43; O -0.95; H 0.48